1.
{"formula": "C25H44N2O15", "method": "the ωB97M-V functional and the def2-TZVPD basis", "symbols": ["O", "O", "O", "O", "O", "O", "O", "O", "O", "O", "O", "O", "O", "O", "O", "N", "N", "C", "C", "C", "C", "C", "C", "C", "C", "C", "C", "C", "C", "C", "C", "C", "C", "C", "C", "C", "C", "C", "C", "C", "C", "C", "H", "H", "H", "H", "H", "H", "H", "H", "H", "H", "H", "H", "H", "H", "H", "H", "H", "H", "H", "H", "H", "H", "H", "H", "H", "H", "H", "H", "H", "H", "H", "H", "H", "H", "H", "H", "H", "H", "H", "H", "H", "H", "H", "H"], "xyz": [[4.02600, -21.94500, 1.11900], [6.53000, -17.30900, -1.90000], [10.63200, -18.54700, -0.14900], [6.77100, -15.05500, -2.34400], [13.50200, -17.30500, -3.14300], [11.19800, -19.85700, 1.56700], [11.85700, -13.58200, 0.30200], [11.97200, -15.89600, -3.70800], [4.52800, -21.22500, -1.03400], [9.49800, -13.21100, 0.78800], [12.97800, -17.04100, -5.31100], [11.04100, -12.16900, 2.02100], [5.14100, -19.91800, 0.95000], [5.41600, -15.66700, -0.61000], [9.32400, -20.16100, 0.48700], [12.08700, -17.91100, 5.31600], [8.68300, -16.77100, 1.89000], [12.32200, -11.63900, 2.34100], [7.01200, -18.30000, 3.16600], [6.20000, -16.01900, -1.62000], [14.39700, -16.33100, -1.14100], [7.95400, -17.44300, 2.41300], [4.56900, -20.99700, 0.35100], [4.01300, -21.82400, 2.53700], [7.55400, -19.72000, 3.38900], [13.91000, -15.18100, 3.46000], [12.83500, -16.75000, -4.15100], [13.13800, -16.86000, -1.87600], [10.41900, -19.56300, 0.67600], [12.12200, -15.79400, -2.28400], [12.43400, -17.17400, 2.78900], [4.98600, -20.29500, -1.99000], [4.37800, -16.56500, -0.21500], [9.04100, -14.03100, -0.28200], [12.74100, -15.63800, 2.64800], [7.78700, -15.36100, -3.29000], [10.80900, -13.01900, 1.06500], [12.22900, -17.59700, 4.20900], [9.52000, -18.45300, -1.04300], [9.89900, -18.76200, -2.52400], [8.99200, -19.65000, 3.94300], [8.53700, -19.52400, -0.53200], [3.23200, -21.15400, 2.86500], [10.60700, -18.00700, -2.79700], [3.75500, -16.84100, -1.06900], [5.18600, -20.88000, -2.90600], [4.78300, -17.43700, 0.20000], [8.74600, -15.47000, -2.79800], [3.78300, -16.10800, 0.57200], [12.88900, -11.26600, 1.52000], [11.61000, -17.58400, 2.10500], [9.51500, -20.51700, 3.64100], [9.53900, -14.99900, -0.15500], [13.35100, -17.66400, 2.51100], [14.06200, -15.82800, -0.24500], [4.26600, -19.63400, -2.32000], [15.18000, -17.12000, -0.98600], [7.86400, -14.55700, -4.02700], [3.90400, -22.74400, 3.08500], [6.05900, -18.27700, 2.54300], [7.57700, -20.18300, 2.39300], [4.91900, -21.38500, 2.91800], [11.79700, -15.10400, 2.92700], [14.77500, -15.50500, -1.77400], [7.61100, -16.26600, -3.85200], [9.27100, -13.52300, -1.13200], [12.38500, -14.80800, -2.10800], [10.30300, -19.77200, -2.70300], [9.00700, -19.70800, 5.02800], [12.96000, -15.41200, 1.60000], [6.84100, -20.32200, 3.93700], [11.13900, -16.07600, -1.80100], [5.89500, -19.63200, -1.73600], [9.06900, -18.65100, -3.21500], [12.22800, -10.76800, 2.95200], [14.13000, -14.11800, 3.34600], [9.13900, -17.44100, -0.90000], [7.67500, -19.04500, -0.05700], [6.80900, -17.78900, 4.06000], [14.74800, -15.66800, 3.06600], [12.59200, -17.72300, -1.48900], [8.09000, -20.18800, -1.29200], [7.96900, -14.17300, -0.21400], [13.01600, -12.29700, 2.74400], [13.83600, -15.34800, 4.54200], [9.50200, -18.74900, 3.53400]], "atomic_forces_ev_per_a": [[0.090, -0.377, -2.298], [-2.107, 6.280, 1.608], [0.012, 0.266, -0.996], [-1.564, 0.477, 1.522], [1.946, -1.441, -1.660], [-0.653, 0.289, -1.138], [-6.123, 2.999, 4.238], [-1.426, 1.318, 1.047], [-0.619, -0.758, 4.225], [1.568, 1.391, 2.291], [0.078, 0.184, 0.736], [-1.228, 0.041, 0.372], [-2.986, -5.445, -3.872], [0.779, 1.293, -1.562], [-3.633, -2.240, -1.058], [0.164, 0.375, -1.239], [2.490, 2.293, -2.091], [0.175, 0.865, -1.108], [-0.994, -0.197, -2.242], [2.709, -7.092, -1.782], [-0.639, -0.239, -0.883], [-2.640, -2.536, 2.152], [3.081, 5.456, 2.179], [0.470, 1.356, 0.800], [0.622, 0.591, -1.248], [-0.435, 0.873, 0.974], [1.008, -1.688, -2.048], [0.073, 0.425, -0.013], [4.215, 0.499, 2.914], [-2.273, -1.440, 0.831], [-0.335, 0.234, -0.018], [3.216, 0.269, -0.483], [-0.659, 0.038, -0.302], [0.567, -1.831, 2.287], [-2.097, -0.358, 0.171], [0.578, -0.339, -0.689], [4.952, -3.334, -5.793], [-0.431, 0.055, 0.249], [-0.685, -0.683, -1.658], [0.132, 0.285, 0.933], [-0.976, 0.350, 0.142], [-0.674, 1.284, 0.486], [-0.451, 0.179, -0.238], [0.704, 0.180, -0.548], [0.073, 0.206, 0.072], [0.302, -0.044, 0.680], [0.802, -1.427, 0.414], [0.146, 0.023, 0.275], [0.130, 0.511, -0.284], [-0.233, 0.124, -1.507], [1.142, 0.825, 1.211], [0.796, -0.800, -0.570], [-0.124, 0.103, -0.526], [0.354, -0.576, -0.377], [0.162, -0.225, 0.602], [-2.058, 1.484, -0.023], [-0.882, 0.826, -0.017], [-0.312, 0.178, 0.523], [-0.258, -0.831, -0.810], [1.002, -0.320, 0.844], [0.087, 0.039, 0.177], [0.573, 0.235, -0.278], [0.742, -0.195, -0.314], [0.148, -0.572, 0.159], [-0.409, -0.348, 0.166], [0.755, 0.989, -2.792], [0.461, 1.852, 0.886], [0.040, 0.395, 0.472], [0.032, 0.621, 0.166], [-0.389, -0.143, 0.127], [-0.005, 0.071, 0.547], [0.884, 0.829, -0.531], [-1.379, -1.398, 0.109], [-0.444, 0.136, 0.281], [-0.796, 0.163, 0.769], [-0.265, 0.066, -0.153], [-0.209, -0.141, -0.331], [0.108, -0.123, 0.164], [-0.275, 0.658, 1.427], [1.622, -0.904, -0.219], [0.451, 0.277, 1.034], [0.945, -0.144, 0.379], [-0.042, 0.294, 0.481], [0.542, -1.816, 1.223], [-0.090, -0.254, -0.275], [-0.131, -0.790, 0.631]], "total_energy_ev": -60326.8442, "largest_force_ha_per_bohr": 0.1618, "gap_ev": 10.6, "lumo_energy_ev": 0.3151, "relative_energy_kj_mol": 0.0}

2.
{"formula": "C25H44O2P2Ti", "method": "the ωB97M-V functional and the def2-TZVPD basis", "symbols": ["Ti", "P", "P", "O", "O", "C", "C", "C", "C", "C", "C", "C", "C", "C", "C", "C", "C", "C", "C", "C", "C", "C", "C", "C", "C", "C", "C", "C", "C", "C", "H", "H", "H", "H", "H", "H", "H", "H", "H", "H", "H", "H", "H", "H", "H", "H", "H", "H", "H", "H", "H", "H", "H", "H", "H", "H", "H", "H", "H", "H", "H", "H", "H", "H", "H", "H", "H", "H", "H", "H", "H", "H", "H", "H"], "xyz": [[-1.01235, 0.71811, -1.41244], [3.73333, 1.21507, 0.09738], [-3.12460, -1.37297, -0.61807], [-1.97114, 1.69274, 0.23019], [-0.19903, 2.45758, 1.45329], [0.76648, -3.14677, 0.71637], [1.42232, -1.41712, 2.53067], [-1.99029, 0.61512, -3.14155], [0.17913, -0.75463, -3.49037], [-0.09483, 2.35913, -3.41859], [2.88732, -1.38676, 2.32474], [1.30355, 0.30999, 4.46055], [-1.73640, -0.39896, 4.22619], [1.84394, 0.96713, -0.25681], [1.32810, 0.78272, -1.74260], [-0.99643, 3.13683, 2.47980], [-0.72056, 1.89624, 0.39137], [-4.75587, -0.58392, -0.46311], [-3.55428, -2.78513, -1.67959], [1.10253, 2.16518, -2.46299], [0.71806, -0.65175, 3.50329], [-1.44984, 1.92888, -2.89828], [0.42857, -0.40337, -2.02430], [-1.23349, -0.36730, -4.02621], [3.96258, 2.84157, -0.73703], [-0.65062, -0.99384, 3.41801], [-0.79421, -2.01741, 2.43884], [-2.04574, -2.72413, 2.10439], [0.47715, -2.22847, 1.84093], [4.38048, 0.07917, -1.20028], [-0.14909, 3.44524, -3.62146], [0.94484, -0.30801, -4.14529], [-1.69147, 0.70055, 4.18958], [3.23343, -0.37729, 2.03372], [4.93843, 3.21692, -0.39890], [1.42206, 1.88132, 0.20371], [-0.62700, 4.16355, 2.51378], [-1.81626, -1.28746, -4.17756], [1.59302, -2.76926, 0.10010], [1.04789, -4.15856, 1.05428], [2.24025, 0.42337, -2.25930], [-0.11684, -3.24525, 0.06957], [-3.32519, -3.71061, -1.12561], [-1.10623, 0.07092, -5.02861], [3.96395, 2.76061, -1.83100], [1.54364, 0.11103, 0.37349], [2.37383, 0.44373, 4.27152], [-5.36380, -1.14770, 0.26231], [3.19015, -2.09206, 1.53899], [-0.78536, 2.62991, 3.42369], [-2.91152, -2.73054, -2.57151], [3.18883, 3.55034, -0.41187], [-1.67137, -0.69340, 5.28624], [2.01449, 2.32988, -3.06751], [5.34807, -0.26437, -0.80652], [1.11748, 2.98392, -1.72498], [-4.61538, -2.76484, -1.96345], [0.66226, -1.27650, -1.40423], [3.73161, -0.79713, -1.33510], [0.13369, 1.91116, -4.40286], [-2.71875, -0.71327, 3.85134], [4.54068, 0.59785, -2.15350], [0.81249, 1.29138, 4.39149], [-1.83561, -3.75456, 1.78493], [-2.72216, -2.75393, 2.97067], [0.30724, -1.84484, -3.60094], [-5.24020, -0.54875, -1.44803], [-4.60345, 0.43999, -0.08823], [-2.59761, -2.21205, 1.26609], [-2.06180, 3.09630, 2.24018], [3.42508, -1.66097, 3.24872], [1.18675, -0.04144, 5.49703], [-3.06629, 0.43391, -3.01802], [-2.13863, 2.73798, -2.63074]], "atomic_forces_ev_per_a": [[0.599, 1.289, 5.631], [-1.835, -0.160, -0.909], [0.713, 1.161, -1.020], [0.796, 0.034, 0.785], [-0.427, 0.379, -0.075], [0.011, -0.262, -0.383], [-0.264, 1.657, 1.918], [-2.473, -0.366, -2.514], [0.421, -0.393, -0.387], [0.256, 0.505, -0.777], [0.448, -0.094, -0.124], [0.210, 0.281, 0.367], [-0.418, 0.106, 0.072], [0.673, 0.463, 0.243], [3.099, 0.386, 0.274], [0.004, -0.272, -0.287], [-1.793, -0.589, -0.308], [0.308, 0.461, 0.428], [0.034, -0.206, 0.150], [0.457, 0.358, -0.147], [0.729, -0.788, -1.169], [-0.865, 0.083, -0.796], [-0.442, -1.945, 0.108], [0.043, -0.222, -0.169], [0.357, 0.105, 0.138], [0.600, 0.128, 0.242], [0.664, -0.671, -1.487], [0.497, -0.391, 0.658], [-2.243, -0.391, 0.339], [0.769, -0.129, 0.363], [0.009, -0.467, 0.097], [-0.100, -0.074, 0.249], [-0.011, -0.310, 0.086], [-0.091, -0.431, 0.192], [-0.251, 0.117, -0.264], [0.386, -0.822, -0.361], [-0.144, -0.181, 0.011], [0.012, 0.340, 0.160], [-0.136, -0.129, 0.118], [-0.054, 0.279, -0.049], [-0.365, 0.177, 0.094], [0.225, -0.073, 0.115], [-0.070, 0.149, -0.360], [-0.177, -0.050, 0.187], [-0.038, 0.102, 0.241], [-0.058, 0.306, -0.214], [-0.208, 0.082, 0.079], [-0.013, 0.153, -0.332], [0.024, 0.201, 0.196], [-0.074, 0.127, -0.177], [-0.189, -0.188, 0.230], [0.244, -0.160, -0.046], [0.053, 0.089, -0.260], [-0.492, 0.076, 0.260], [-0.145, -0.112, -0.492], [-0.211, -0.417, -0.047], [0.388, -0.124, 0.060], [0.381, 0.294, -0.172], [0.195, 0.214, 0.056], [-0.179, -0.019, 0.435], [0.189, 0.147, 0.168], [-0.056, -0.263, 0.143], [0.185, -0.142, 0.066], [-0.252, 0.293, -0.065], [0.035, -0.019, -0.389], [-0.068, 0.396, -0.007], [-0.009, -0.112, 0.275], [-0.174, -0.336, -0.046], [-0.240, 0.015, -0.185], [0.228, 0.000, 0.015], [-0.176, 0.094, -0.306], [0.054, 0.146, -0.185], [0.342, 0.523, -0.746], [0.104, -0.407, 0.004]], "total_energy_ev": -72413.3665, "largest_force_ha_per_bohr": 0.1129, "total_charge": 1, "s_squared": 0.766, "gap_ev": [4.3, 4.2], "lumo_energy_ev": [-5.4848, -5.4801], "relative_energy_kj_mol": 758.7, "spin_multiplicity": 2}

3.
{"formula": "C25H45Cl2GaP", "method": "the ωB97M-V functional and the def2-TZVPD basis", "symbols": ["Ga", "Cl", "Cl", "P", "C", "C", "C", "C", "C", "C", "C", "C", "C", "C", "C", "C", "C", "C", "C", "C", "C", "C", "C", "C", "C", "C", "C", "C", "C", "H", "H", "H", "H", "H", "H", "H", "H", "H", "H", "H", "H", "H", "H", "H", "H", "H", "H", "H", "H", "H", "H", "H", "H", "H", "H", "H", "H", "H", "H", "H", "H", "H", "H", "H", "H", "H", "H", "H", "H", "H", "H", "H", "H", "H"], "xyz": [[3.41739, 1.93447, 1.48312], [2.30010, 1.85614, -0.49617], [2.43974, 0.10023, 2.33970], [0.01310, -0.66542, -0.27441], [-0.82699, -2.12908, 1.96445], [-1.41391, -0.51416, -2.80211], [5.27074, 2.06651, 1.61996], [-1.88520, -2.34981, 3.05525], [0.45221, 5.17055, 1.47655], [0.23025, 3.75878, 2.06948], [-2.86215, 1.51080, -3.39979], [-0.14375, -3.37418, -1.36439], [2.01854, -2.58386, -0.34301], [-3.21310, -2.86882, 2.49252], [2.92405, 4.64031, 1.24110], [-2.27837, 2.27948, -2.20966], [0.75691, -2.16542, -1.12008], [2.64323, 3.51928, 2.32665], [2.81068, -3.64011, -1.12766], [1.89769, 5.72211, 1.50772], [-0.79460, 0.30212, -1.66502], [-1.39151, -1.24727, 0.83765], [1.43139, 3.20145, 2.79573], [0.61559, -4.42116, -2.18947], [-1.76893, 1.34896, -1.10118], [-2.63464, -1.87567, 0.20807], [-1.92885, 0.40905, -3.91405], [1.94430, -4.83401, -1.54329], [-3.71255, -2.06772, 1.28340], [-0.18769, 5.86918, 2.04662], [1.07449, -1.75842, -2.09928], [-3.03141, 2.95847, -1.79446], [-1.05932, 0.87279, -4.39929], [-0.61894, 3.75163, 2.75439], [-3.09181, -3.92024, 2.20017], [2.63982, -1.70075, -0.13464], [-3.82028, 1.06358, -3.10435], [-1.70254, -0.28527, 1.29230], [5.50734, 2.11484, 2.67563], [2.11827, 6.11097, 2.51233], [-1.06367, -3.09025, -1.89490], [3.65643, -3.98110, -0.52141], [0.81431, -3.99992, -3.18471], [2.81076, 4.24850, 0.19108], [5.57289, 2.93046, 1.04355], [-0.44065, -3.81520, -0.40158], [3.95313, 4.98035, 1.31578], [-2.24771, -1.11974, -2.41604], [-1.43783, 2.89728, -2.55359], [-0.68018, -1.21358, -3.22512], [-0.51605, -3.10401, 1.55602], [-0.02326, -5.30122, -2.33305], [1.72711, -2.99712, 0.63581], [0.06994, -1.65663, 2.39315], [-4.58504, -2.56061, 0.83746], [-3.07913, 2.21029, -4.21454], [3.22556, -3.16491, -2.02609], [-2.62574, 0.84604, -0.62677], [-3.03127, -1.24806, -0.60067], [2.50339, -5.46850, -2.24035], [-2.38186, -2.84848, -0.23417], [0.10937, 5.18081, 0.43490], [-0.02526, 3.07558, 1.19202], [3.69510, 3.33047, 2.95061], [0.09220, 0.84180, -2.05073], [1.28819, 2.37697, 3.44788], [-2.43959, -0.19311, -4.67476], [-1.26696, 1.93898, -0.32066], [-2.05771, -1.39268, 3.56473], [-3.97570, -2.84662, 3.27935], [2.01971, 6.55420, 0.80870], [-4.04054, -1.07521, 1.62219], [1.73350, -5.44706, -0.65716], [-1.49271, -3.04805, 3.80259]], "atomic_forces_ev_per_a": [[1.045, -3.894, -2.253], [-0.034, 0.329, -0.368], [-0.146, -0.210, 0.642], [0.079, 0.252, 0.574], [-0.115, 0.107, 0.054], [-0.298, 0.281, -0.081], [-0.043, -0.491, -0.651], [0.112, 0.108, -0.157], [-0.110, 0.698, 0.096], [0.181, -0.803, -0.918], [-0.010, -0.084, 0.071], [0.204, -0.189, -0.341], [0.079, -0.042, -0.171], [0.023, -0.063, -0.073], [-1.015, -1.238, -0.051], [0.181, -0.061, 0.061], [-0.367, 0.422, 0.227], [3.658, 3.935, 2.513], [-0.150, 0.184, 0.032], [-0.101, 0.008, 0.528], [0.301, -0.528, 0.250], [0.243, 0.142, -0.662], [-0.866, 0.334, -1.866], [-0.035, -0.015, 0.042], [0.037, -0.086, -0.181], [-0.195, -0.181, 0.337], [0.138, -0.045, -0.017], [-0.058, -0.021, 0.074], [-0.007, 0.038, -0.087], [0.185, -0.127, -0.401], [0.031, -0.146, 0.223], [0.056, 0.014, -0.102], [-0.090, -0.007, 0.019], [-0.082, -0.048, -0.123], [0.014, 0.065, -0.021], [-0.162, -0.259, -0.030], [0.055, -0.012, 0.016], [0.081, -0.272, -0.029], [0.362, 0.233, 0.434], [-0.157, 0.083, -0.138], [0.248, -0.081, 0.156], [-0.020, -0.001, -0.132], [-0.026, -0.033, 0.070], [-0.014, 0.246, 1.057], [0.568, 0.420, -0.035], [0.059, 0.078, -0.195], [0.070, -0.023, 0.262], [0.169, 0.126, -0.141], [-0.084, -0.057, 0.022], [-0.152, 0.151, 0.109], [-0.076, 0.209, 0.077], [0.128, 0.014, -0.070], [0.017, 0.115, -0.159], [-0.203, -0.125, -0.134], [-0.003, 0.050, 0.149], [-0.060, -0.058, 0.057], [-0.009, -0.029, 0.065], [0.130, 0.093, -0.085], [0.074, -0.163, 0.252], [-0.039, -0.024, 0.098], [-0.100, 0.193, 0.115], [-0.029, -0.024, 0.204], [0.332, 0.465, 1.178], [-3.328, 0.552, -1.059], [-0.326, -0.057, -0.026], [-0.041, -0.276, 0.979], [0.031, 0.135, -0.019], [-0.082, -0.166, -0.139], [0.013, -0.074, -0.024], [0.043, -0.088, -0.055], [-0.193, -0.040, -0.008], [0.006, -0.072, -0.017], [-0.019, 0.050, -0.036], [-0.110, 0.080, 0.015]], "total_energy_ev": -113366.1534, "largest_force_ha_per_bohr": 0.1153, "total_charge": -1, "gap_ev": [4.9, 4.9], "lumo_energy_ev": [2.6537, 2.6538], "relative_energy_kj_mol": 39.6}